A 9-piece molecular cluster, C29H54FINO12S5 overall in a non-equilibrium geometry, computed with wB97M-V/def2-TZVPD.

Properties
* charge: -1
* DFT total energy: -121990.6612 eV
* multiplicity: 1
* max |F|: 12.10 eV/A
* orbital gap: 6.9 eV
* E_HOMO: -4.89 eV

Atoms and positions in Å:
C  -0.257  0.112  1.444
C  -1.592  0.427  0.857
O  -1.623  0.967  -0.211
N  -2.924  0.148  1.703
H  -2.873  -0.983  1.832
H  -2.931  0.468  2.527
C  -4.197  0.630  1.069
H  0.473  0.673  0.976
H  -0.195  -0.853  1.535
H  -0.171  0.705  2.438
H  -4.961  0.626  1.797
H  -4.463  0.011  0.221
H  -4.148  1.812  1.034
I  -3.045  2.277  4.594
O  -3.051  -2.384  1.770
H  -3.545  -3.206  1.814
F  0.911  3.620  1.330
C  1.669  3.254  2.423
C  1.064  3.090  3.761
C  1.809  2.590  4.726
C  3.135  2.102  4.548
C  3.732  2.185  3.270
C  3.051  2.844  2.184
H  0.058  3.451  3.878
H  1.292  2.497  5.794
H  3.494  1.721  5.467
H  4.707  1.796  3.035
H  3.408  3.221  1.244
C  0.404  -4.568  1.722
C  1.834  -5.042  1.537
C  2.065  -4.981  0.112
S  0.902  -3.882  -0.673
O  0.409  -4.424  -1.966
O  1.284  -2.508  -0.499
C  -0.346  -4.353  0.474
H  0.416  -3.590  2.196
H  -0.048  -5.286  2.468
H  1.806  -5.965  2.044
H  2.459  -4.239  2.016
H  1.801  -6.037  -0.330
H  2.952  -4.521  -0.261
H  -0.822  -5.255  0.290
H  -0.947  -3.458  0.369
C  -3.578  -1.444  -2.423
C  -3.670  -0.804  -3.895
C  -2.340  -0.746  -4.368
S  -1.658  -2.364  -4.019
O  -0.226  -2.356  -3.771
O  -2.071  -3.161  -5.152
C  -2.588  -2.580  -2.532
H  -4.377  -1.785  -1.888
H  -3.022  -0.436  -1.872
H  -4.105  0.098  -3.844
H  -4.329  -1.403  -4.431
H  -1.645  0.049  -3.706
H  -2.188  -0.567  -5.399
H  -1.979  -2.714  -1.644
H  -3.133  -3.555  -2.776
C  -1.631  5.453  -2.412
C  -2.065  5.097  -0.980
C  -3.303  4.321  -0.964
S  -3.621  4.014  -2.640
O  -5.005  4.148  -2.670
O  -2.962  2.821  -3.025
C  -2.797  5.313  -3.378
H  -0.977  4.864  -2.664
H  -1.142  6.463  -2.503
H  -2.088  5.913  -0.506
H  -1.224  4.541  -0.472
H  -4.050  4.900  -0.595
H  -3.125  3.541  -0.445
H  -3.416  5.928  -3.180
H  -2.527  5.109  -4.313
C  1.149  0.256  -2.576
C  1.662  0.144  -4.106
C  2.449  1.215  -4.329
S  2.313  2.521  -3.012
O  1.844  3.749  -3.537
O  3.403  2.338  -2.067
C  0.926  1.730  -2.369
H  1.741  -0.126  -1.916
H  0.295  -0.464  -2.459
H  0.801  0.310  -4.603
H  2.069  -0.724  -4.521
H  2.084  1.589  -5.185
H  3.550  0.943  -4.419
H  0.036  2.090  -3.034
H  0.537  2.128  -1.428
C  3.003  -2.820  4.629
C  2.454  -1.620  3.895
C  3.050  -1.458  2.660
S  4.682  -1.996  2.895
O  5.493  -0.924  2.714
O  4.886  -3.139  2.104
C  4.536  -2.640  4.523
H  2.718  -3.846  4.193
H  2.476  -2.993  5.511
H  2.531  -0.681  4.514
H  1.425  -1.818  3.734
H  2.869  -0.536  2.306
H  2.830  -2.176  1.935
H  4.875  -1.815  5.227
H  5.161  -3.588  4.634